The following is a DFT calculation (wB97M-V/def2-TZVPD) of a structure of composition C35H52AsP3SSc.

relative energy (zero: lowest compared OMol25 entry of this formula, charge and spin): 0.000 eV
LUMO: -9.92 eV
calculated total energy: -5782.6766 hartree
HOMO-LUMO gap: 5.7 eV
HOMO energy: -15.6 eV
maximum force: 0.060 hartree/bohr

```
! wB97M-V def2-TZVPD RIJCOSX def2/J DEFGRID3
* xyz 3 1
Sc -0.31481 1.22408 -0.19462
P 1.59973 2.63484 0.71433
P -2.10434 1.73824 1.70436
P -1.52808 3.01276 -1.59036
H -0.11756 -2.90513 -7.14252
C 0.14496 -1.92494 -7.56482
C 1.28278 -1.30708 -7.22205
H 1.91863 -1.69187 -6.40760
C 3.18276 1.90013 1.30004
C 1.26526 3.84503 2.04578
C 2.26196 3.73310 -0.60080
C -3.68928 0.90482 1.29494
C -1.97062 1.29362 3.47652
C -2.68215 3.47498 1.93705
C -0.91038 2.97496 -3.31897
C -1.36122 4.80039 -1.19100
C -3.34217 2.83585 -1.86056
H -0.49433 -1.54879 -8.38211
H 1.65004 -0.48379 -7.82961
H 3.52582 1.12828 0.60736
H 3.10170 1.43283 2.28246
H 3.91577 2.71379 1.34511
H 0.88657 3.32211 2.93556
H 0.50503 4.56868 1.71934
H 2.20194 4.36919 2.28686
H 2.48359 3.14169 -1.50140
H 3.18806 4.19302 -0.22308
H 1.53761 4.51548 -0.86570
H -4.34019 0.94262 2.18357
H -3.52660 -0.14663 1.01421
H -4.18975 1.40373 0.45242
H -2.92208 1.59115 3.94823
H -1.14202 1.84497 3.93979
H -1.77487 0.22770 3.64795
H -3.33285 3.50685 2.82402
H -3.24167 3.82812 1.06030
H -1.82028 4.13713 2.10608
H -1.57367 3.60794 -3.93462
H -0.89716 1.94678 -3.71798
H 0.12440 3.35253 -3.37474
H -2.05955 5.35855 -1.83392
H -0.32367 5.11743 -1.37103
H -1.60522 4.97559 -0.13362
H -3.62284 3.48567 -2.70317
H -3.89075 3.12705 -0.95573
H -3.58866 1.78976 -2.09721
C 0.26345 -0.84389 -2.98824
C -1.12057 -0.73710 -3.03849
C -1.83040 -1.50032 -3.98162
C -1.14955 -2.39734 -4.80856
C 0.22155 -2.61721 -4.63045
C 0.93111 -1.82106 -3.74476
S 1.25074 0.36309 -2.12146
H 1.43329 -0.36949 -0.99556
H -1.64138 -0.01189 -2.36898
H -2.90536 -1.39594 -4.09125
H -1.72356 -2.86305 -5.61423
H 0.77868 -3.33078 -5.24215
H 2.01906 -1.88020 -3.68851
C 0.59161 -0.87471 6.10888
C 1.23358 0.08112 5.30391
C 1.15908 -0.01683 3.91924
C 0.44360 -1.05197 3.30004
C -0.19957 -2.00509 4.10981
C -0.13973 -1.91087 5.50921
As 0.49027 -1.11569 1.32097
C 2.30439 -1.93647 1.24479
C 3.12112 -1.75445 0.11511
C 4.40732 -2.28085 0.05266
C 4.90328 -3.03790 1.11729
C 4.09842 -3.23854 2.24400
C 2.80875 -2.69346 2.31133
C -0.60322 -2.77277 1.21114
C -0.06826 -3.93646 0.65922
C -0.88527 -5.06217 0.46991
C -2.24265 -5.00974 0.78535
C -2.79230 -3.81975 1.28410
C -1.97199 -2.70383 1.48809
H 0.66071 -0.81948 7.19545
H 1.79881 0.89943 5.73949
H 1.65527 0.72639 3.29727
H -0.74049 -2.83788 3.64807
H -0.65915 -2.66489 6.11639
H 2.76334 -1.20464 -0.75048
H 5.00004 -2.08956 -0.84557
H 5.90498 -3.46383 1.04963
H 4.47892 -3.82604 3.07915
H 2.20900 -2.87017 3.20129
H 0.96978 -3.94900 0.28894
H -0.45823 -5.96328 0.02859
H -2.88348 -5.88390 0.62782
H -3.86598 -3.74754 1.46802
H -2.42887 -1.75321 1.80615
*
```

=====

The following is a DFT calculation (wB97M-V/def2-TZVPD) of the ion C3H5N with charge +1.

expectation value of S²: 0.774
relative energy (zero: lowest compared OMol25 entry of this formula, charge and spin): 0.000 eV
LUMO (alpha / beta): -5.69 / -8.46 eV
calculated total energy: -171.6796 hartree
HOMO-LUMO gap (alpha / beta): 10.5 / 8.4 eV
HOMO energy (alpha / beta): -16.2 / -16.9 eV
maximum force: 0.036 hartree/bohr

```
! wB97M-V def2-TZVPD RIJCOSX def2/J DEFGRID3
* xyz 1 2
C -0.21825 0.61079 0.22222
C -1.04766 0.44248 1.31008
C 0.99067 -0.82815 -1.20370
N -0.07184 -0.40453 -0.66385
H 0.26479 1.49351 -0.18474
H -1.42502 -0.55328 1.49794
H -1.35681 1.33274 1.84098
H 0.89829 -1.62092 -1.93575
H 1.96582 -0.47263 -0.88319
*
```

=====

The following is a DFT calculation (wB97M-V/def2-TZVPD) of a structure of composition C11H22Br2NaO8.

relative energy (zero: lowest compared OMol25 entry of this formula, charge and spin): 0.000 eV
LUMO: 2.02 eV
calculated total energy: -6344.5664 hartree
HOMO-LUMO gap: 4.9 eV
HOMO energy: -2.9 eV
maximum force: 0.035 hartree/bohr

```
! wB97M-V def2-TZVPD RIJCOSX def2/J DEFGRID3
* xyz -1 1
Na -0.99684 1.24149 0.03216
C -1.11646 3.16286 2.68465
O -1.97525 2.81006 1.66821
H -1.31169 4.22575 2.94122
H -1.23486 2.56705 3.62458
H -0.04305 3.07728 2.40814
C -2.58511 1.25776 -2.65361
O -2.30146 2.35446 -1.91851
H -1.91453 1.01203 -3.52937
H -2.55137 0.31305 -2.01757
H -3.61588 1.25120 -3.09576
C 2.14202 -1.99160 -1.65736
C 2.56317 -0.62637 -2.09161
C 2.21067 -0.25866 -3.53655
O 1.77692 1.10060 -3.42275
C 1.49462 1.41981 -2.13163
O 1.09615 2.45868 -1.77038
O 1.76688 0.33612 -1.34036
H 1.13716 -2.27000 -1.98493
H 2.18998 -2.17947 -0.58574
H 2.77348 -2.75974 -2.13045
H 3.61202 -0.43736 -1.83766
H 1.39233 -0.88996 -3.89282
H 3.03931 -0.29171 -4.23765
Br -5.36743 -1.98497 -0.58970
C -3.64667 -2.71321 -0.10106
C -2.68250 -1.55500 0.10775
Br -0.90438 -2.24349 0.57400
H -3.28417 -3.38370 -0.87276
H -3.80127 -3.28693 0.80980
H -3.05296 -0.81420 0.80782
H -2.50314 -1.14241 -0.88135
C -0.52017 -0.41991 3.64667
O 0.82728 -0.79358 3.32260
C 1.40777 -0.06281 2.39115
O 0.93577 0.85724 1.78807
O 2.66525 -0.48083 2.30670
C 3.54474 0.37780 1.61561
H -0.75947 0.59209 3.33186
H -0.64188 -0.51780 4.72401
H -1.22604 -1.11080 3.18211
H 3.17453 0.72627 0.65597
H 4.47560 -0.15555 1.40780
H 3.81095 1.22840 2.24870
*
```

=====

The following is a DFT calculation (wB97M-V/def2-TZVPD) of a structure of composition C27H28BCeN4O2.

expectation value of S²: 0.751
relative energy (zero: lowest compared OMol25 entry of this formula, charge and spin): 0.000 eV
LUMO (alpha / beta): -0.43 / -0.42 eV
calculated total energy: -1915.1097 hartree
HOMO-LUMO gap (alpha / beta): 7.7 / 8.0 eV
HOMO energy (alpha / beta): -8.1 / -8.4 eV
maximum force: 0.057 hartree/bohr

```
! wB97M-V def2-TZVPD RIJCOSX def2/J DEFGRID3
* xyz 0 2
Ce -0.19921 -0.18570 -0.00767
C 0.86158 -4.40065 0.40740
C 1.01730 -3.08984 1.12101
C 2.19718 -2.35096 1.01377
C 2.36988 -1.16879 1.72316
C 1.36269 -0.70487 2.56754
C 0.19028 -1.44643 2.70486
C 0.01767 -2.62007 1.97639
H 1.21259 -5.21344 1.04724
H 1.44084 -4.42136 -0.51465
H -0.18144 -4.59028 0.15904
H 3.00364 -2.72189 0.39364
H 3.31067 -0.63876 1.65774
H 1.52171 0.18206 3.16730
H -0.57198 -1.14133 3.40626
H -0.88592 -3.20050 2.11381
C 3.92121 -0.05420 -2.50556
C 4.31449 1.27447 -2.40756
C 3.48732 2.17438 -1.76266
C 2.28197 1.73901 -1.20040
C 1.88237 0.38355 -1.20483
C 2.74405 -0.47627 -1.90537
C 1.34145 2.73694 -0.64957
C 1.27347 4.03139 -1.23265
C 0.37870 4.94187 -0.76578
C -0.46812 4.59856 0.31321
C -1.41294 5.49114 0.86220
C -2.21513 5.10166 1.89887
C -2.09385 3.80402 2.43214
C -1.18376 2.92006 1.91999
C -0.35437 3.28970 0.83633
N 0.52903 2.37404 0.33471
H 4.53544 -0.75930 -3.05391
H 5.25147 1.60562 -2.83694
H 3.79279 3.21080 -1.66849
H 2.48073 -1.52889 -1.98947
H 1.90420 4.25983 -2.07852
H 0.29640 5.92236 -1.22023
H -1.48173 6.49100 0.45015
H -2.93508 5.79089 2.32052
H -2.72970 3.50512 3.25608
H -1.08502 1.92454 2.33697
C -3.97760 2.73100 -1.77129
C -2.98428 1.78012 -1.18227
N -1.85646 1.49716 -1.71314
O -1.61051 2.16264 -2.89757
C -3.27153 1.09576 0.09532
C -4.56625 1.20794 0.82702
N -2.26376 0.41067 0.49873
O -2.19656 -0.27114 1.61197
H -3.49777 3.38182 -2.49628
H -4.44082 3.32764 -0.98712
H -4.76249 2.16764 -2.28115
H -0.82918 1.71554 -3.23883
H -5.41075 1.00439 0.16841
H -4.68569 2.20575 1.25550
H -4.55732 0.48092 1.63684
B -0.87390 -2.76747 -3.92858
C -0.84273 -2.33261 -2.44407
N -0.75182 -1.97657 -1.33938
H -0.15632 -3.73375 -4.03212
H -0.43192 -1.81386 -4.53351
H -2.01274 -3.01090 -4.24364
*
```